Entry 1:
Here is an isolated ion of composition C5H10N and charge +1 in a non-equilibrium geometry from the OMol25 dataset. Energies are from ωB97M-V/def2-TZVPD.

Output
HOMO energy: -13.6 eV
net charge: +1
SMILES: C=C/C(C)=C\[NH3+]
strongest force on any atom: 3.56 eV Å⁻¹
orbital gap: 9.72 eV
spin multiplicity: 1

Last column: Löwdin charge in e.
Geometry (Å):
C -1.488 -1.730 -0.749  0.0854
C -0.388 -0.889 -0.708  -0.1047
C 0.079 -0.007 0.411  -0.2732
C -0.655 -0.375 1.657  -0.0629
C 0.871 1.049 0.277  -0.0674
N 1.324 1.571 -0.990  0.2152
H -2.138 -1.855 0.137  0.0615
H -1.979 -2.240 -1.652  0.1082
H 0.017 -0.584 -1.629  0.0602
H -1.482 0.463 1.828  0.1448
H -0.079 -0.260 2.633  0.1087
H -1.198 -1.396 1.645  0.0943
H 1.041 1.716 1.073  0.1249
H 1.124 2.507 -1.124  0.1402
H 0.767 1.139 -1.720  0.1541
H 2.366 1.540 -1.112  0.2106



Entry 2:
Here is a 40-piece molecular cluster, H80O40 overall in a non-equilibrium geometry from the OMol25 dataset. Energies are from ωB97M-V/def2-TZVPD.

Output
HOMO energy: -9.6 eV
strongest force on any atom: 5.95 eV Å⁻¹
orbital gap: 8.67 eV
spin multiplicity: 1

Last column: Löwdin charge in e.
Geometry (Å):
H 2.704 4.580 2.655  0.0458
H 1.549 3.819 3.547  0.0597
O 2.008 3.936 2.685  -0.0672
H 0.203 -3.212 5.499  0.0655
H -0.182 -2.173 6.312  0.0799
O 0.214 -2.207 5.385  -0.1026
H -0.493 4.192 2.617  0.0327
H -1.099 3.629 4.001  0.0043
O -0.680 3.446 3.207  -0.0360
H 3.867 1.560 1.292  0.0197
H 2.829 1.202 2.548  0.0473
O 3.813 1.332 2.236  -0.1103
H 1.688 -0.702 -5.416  -0.0094
H 2.313 0.149 -6.602  0.0282
O 2.065 -0.715 -6.295  -0.0526
H -1.131 -1.538 -0.386  0.0069
O -0.360 -1.891 0.032  -0.0310
H -4.433 -1.583 1.752  0.0086
O -4.350 -1.096 2.575  -0.0510
H 4.389 2.351 -3.141  0.1510
H 3.740 1.914 -1.728  0.0626
O 4.710 2.182 -2.083  -0.1881
H 0.943 2.150 -3.670  0.0091
H 0.363 3.095 -4.598  0.0481
O 1.254 2.947 -4.157  -0.1082
H 3.590 3.608 -0.740  0.0416
H 4.618 4.736 -1.366  0.0211
O 4.187 4.444 -0.573  -0.0949
H -2.873 -5.428 0.752  0.0623
H -4.202 -5.830 -0.074  0.0231
O -3.655 -5.176 0.252  0.0029
H -5.628 2.040 1.060  0.0087
O -5.220 2.174 0.203  -0.0907
H 2.712 0.510 5.050  0.0433
H 2.338 -0.947 5.366  -0.0315
O 2.323 -0.087 5.716  -0.0384
H -1.302 3.897 0.748  0.0329
H 0.307 3.771 0.836  -0.0141
O -0.447 4.341 0.778  -0.0621
H 1.000 5.513 0.777  0.0556
H 2.268 4.856 0.462  -0.0316
O 2.011 5.702 0.841  -0.1025
H -1.504 4.910 -3.214  0.0483
H -1.953 3.524 -3.017  0.0426
O -1.592 4.108 -3.765  -0.0916
H -3.280 -1.770 -1.052  -0.0251
H -2.651 -1.457 -2.590  0.0073
O -2.542 -1.682 -1.662  -0.0796
H 0.934 -3.155 -4.222  0.0520
H 1.373 -2.022 -3.352  0.0742
O 0.535 -2.500 -3.657  -0.0495
H -3.711 -3.343 0.181  0.0364
O -4.256 -2.632 -0.177  -0.0323
H -3.386 4.205 -0.670  0.0548
H -3.278 3.823 0.619  0.0107
O -3.175 4.678 0.157  -0.0419
H -4.644 3.557 1.447  -0.0269
O -5.364 3.693 2.041  -0.0646
H -5.441 1.407 3.592  0.0125
H -3.966 1.254 4.134  0.1027
O -4.564 1.354 3.319  -0.0513
H -5.075 -2.269 -3.790  0.0562
H -4.226 -3.105 -2.755  -0.0193
O -5.073 -2.650 -2.884  -0.0844
H 5.361 -0.075 -0.457  0.0423
H 4.695 -1.018 -1.490  0.0410
O 4.769 -0.810 -0.529  -0.0523
H 3.705 -2.761 3.586  0.0569
H 3.090 -3.936 3.899  0.0105
O 3.472 -3.585 3.118  -0.0358
H 0.910 3.119 -1.199  0.2010
H 1.582 1.724 -0.754  0.0081
O 1.587 2.642 -0.423  -0.1287
H 3.045 -4.085 -0.953  -0.0003
H 2.331 -5.161 -1.603  0.0913
O 3.065 -4.438 -1.837  -0.0783
H 2.147 -0.126 -2.864  0.0649
H 3.209 0.016 -3.786  -0.0053
O 2.415 0.482 -3.618  -0.0547
H -1.233 -2.503 -4.012  0.0478
H -2.513 -2.075 -4.952  0.0201
O -1.874 -1.769 -4.327  -0.1003
H 0.386 -5.069 -0.760  -0.0027
H 0.087 -5.296 0.646  0.0851
O -0.113 -4.651 -0.105  -0.0435
H 4.980 -2.664 -2.938  0.0691
H 5.091 -1.546 -4.070  0.0610
O 4.489 -1.986 -3.455  -0.0596
H -3.234 1.037 -1.780  0.0634
O -2.520 1.677 -1.576  -0.0425
H -2.680 -4.079 -4.384  0.0532
H -2.588 -4.651 -2.758  0.1367
O -2.693 -3.888 -3.452  -0.1022
H -5.111 -2.972 -0.350  0.0546
H -0.503 -2.778 0.323  0.0052
H -5.355 3.220 2.887  0.0258
H -5.251 -0.818 2.724  0.0313
H -4.551 1.427 -0.020  0.0770
H -1.724 1.386 -1.209  -0.0094
O 2.113 -5.618 0.932  -0.0274
H 1.893 -4.707 0.720  0.0243
H 2.625 -5.692 1.702  0.0210
O -1.515 0.797 4.819  -0.0955
H -0.785 0.488 4.295  -0.0176
H -1.636 1.812 4.566  0.0853
O 1.117 1.072 1.856  -0.0877
H 1.503 1.887 1.494  0.0130
H 0.552 1.139 2.661  0.0677
O -1.369 -0.548 2.754  -0.1252
H -0.965 -1.388 2.320  0.0982
H -2.112 -0.939 3.286  0.0598
O -2.233 0.868 0.883  -0.0518
H -2.742 0.864 1.698  0.0111
H -1.336 0.950 1.180  0.0049
O 1.599 -0.305 -0.247  -0.0766
H 1.940 -0.032 0.610  0.0119
H 0.935 -0.958 -0.457  -0.0175
O 6.263 -2.493 0.736  -0.1157
H 5.720 -1.691 0.598  -0.0261
H 5.472 -2.894 1.216  0.0431



Entry 3:
Here is a 2-piece molecular cluster, C3H5O2Se overall in a non-equilibrium geometry from the OMol25 dataset. Energies are from ωB97M-V/def2-TZVPD.

Output
HOMO energy: -1.9 eV
net charge: -1
strongest force on any atom: 4.69 eV Å⁻¹
orbital gap: 5.40 eV
spin multiplicity: 1

Last column: Löwdin charge in e.
Geometry (Å):
C -1.428 -0.773 1.778  -0.6483
C 1.402 -0.220 0.240  -0.3952
C -0.122 0.905 -2.071  -0.5528
O -2.488 -0.397 1.581  0.1365
O -0.475 -1.125 2.316  0.1237
Se -0.333 -0.535 -0.759  0.6779
H 2.238 -0.001 -0.336  -0.0204
H 0.946 0.636 0.827  0.0134
H 1.427 -0.894 1.026  -0.0559
H -0.596 0.700 -3.055  -0.1189
H -0.572 1.705 -1.546  -0.1600



Entry 4:
Here is C28H38BF4InN7OS2 as an isolated structure in a non-equilibrium geometry from the OMol25 dataset. Energies are from ωB97M-V/def2-TZVPD.

Output
HOMO energy: -10.4 eV
net charge: +1
strongest force on any atom: 1.17 eV Å⁻¹
orbital gap: 7.15 eV
spin multiplicity: 1

Last column: Löwdin charge in e.
Geometry (Å):
In -0.069 -0.159 -0.242  0.6719
C -1.791 -1.803 -3.467  -0.0647
C -1.800 -2.635 -2.192  -0.2409
N -2.183 -1.862 -0.992  -0.1790
C -3.637 -1.538 -1.030  -0.2151
C -3.983 -0.066 -0.868  -0.0884
C -1.894 -2.616 0.230  -0.2141
C -2.079 -1.803 1.503  -0.2179
N -1.348 -0.545 1.456  -0.0552
C -1.187 0.230 2.559  -0.1799
C -0.477 1.433 2.438  -0.1690
F 0.037 1.723 1.201  -0.0326
C -0.276 2.336 3.452  -0.2247
F 0.412 3.451 3.180  0.1003
C -0.783 2.109 4.712  0.0783
C -1.491 0.934 4.881  -0.2127
F -2.011 0.657 6.075  0.1150
C -1.685 0.019 3.863  -0.1265
F -2.401 -1.082 4.160  0.0909
H -1.494 -2.426 -4.312  0.0870
H -1.087 -0.975 -3.378  0.0421
H -2.773 -1.383 -3.690  0.0811
H -0.799 -3.032 -2.034  0.0932
H -2.480 -3.489 -2.316  0.1311
H -4.133 -2.107 -0.240  0.1168
H -4.052 -1.897 -1.971  0.1147
H -3.625 0.315 0.090  0.0579
H -5.067 0.061 -0.913  0.0869
H -3.534 0.524 -1.662  0.0114
H -0.854 -2.939 0.178  0.0802
H -2.522 -3.514 0.316  0.1415
H -1.750 -2.446 2.323  0.1208
H -3.143 -1.599 1.662  0.1234
H -0.639 2.804 5.527  0.1416
C -2.284 3.601 0.543  -0.0069
N -1.026 3.876 -0.130  -0.1169
C -0.220 4.964 0.087  -0.0246
C 0.830 4.845 -0.759  -0.0371
N 0.664 3.697 -1.499  0.0210
B 1.756 3.307 -2.566  -0.4116
N 1.382 2.003 -3.338  -0.0273
C 0.956 1.975 -4.641  -0.0364
C 0.995 0.691 -5.075  -0.0189
N 1.450 -0.066 -4.021  -0.1045
C 1.710 -1.495 -4.041  -0.0131
C 1.675 0.754 -2.969  -0.7138
S 2.196 0.231 -1.411  0.7544
C -0.469 3.107 -1.101  -0.6432
S -1.206 1.657 -1.690  0.7444
H -2.276 4.082 1.519  0.1023
H -2.405 2.529 0.664  0.0595
H -3.123 3.977 -0.041  0.1058
H -0.441 5.712 0.829  0.1331
H 1.682 5.486 -0.913  0.1335
H 1.808 4.188 -3.381  0.0835
H 2.789 3.130 -1.978  0.0748
H 0.664 2.872 -5.159  0.1331
H 0.741 0.264 -6.030  0.1314
H 1.388 -1.896 -4.998  0.1009
H 1.174 -1.987 -3.233  0.0626
H 2.774 -1.685 -3.911  0.1031
O 1.367 -3.141 -0.653  -0.1277
C 2.565 -3.256 0.130  -0.2332
C 2.268 -3.665 1.561  -0.1500
C 1.420 -2.625 2.320  -0.1217
C 2.165 -1.331 2.474  -0.2653
C 3.201 -1.243 3.401  -0.0029
C 3.942 -0.080 3.493  -0.0322
C 3.623 0.979 2.657  -0.0286
C 2.565 0.831 1.784  -0.1592
N 1.844 -0.296 1.681  0.0576
H 0.927 -3.999 -0.640  0.0904
H 3.021 -2.271 0.098  0.0943
H 3.254 -3.964 -0.337  0.1269
H 3.224 -3.814 2.070  0.1212
H 1.742 -4.625 1.570  0.1217
H 1.163 -3.030 3.299  0.1305
H 0.494 -2.429 1.781  0.0710
H 3.413 -2.092 4.039  0.1252
H 4.754 -0.002 4.204  0.1179
H 4.180 1.906 2.685  0.1166
H 2.282 1.647 1.131  0.0927



Entry 5:
Here is C24H19HfN7OS4 as an isolated structure in a non-equilibrium geometry from the OMol25 dataset. Energies are from ωB97M-V/def2-TZVPD.

Output
HOMO energy: -13.1 eV
net charge: +2
strongest force on any atom: 1.39 eV Å⁻¹
orbital gap: 5.68 eV
spin multiplicity: 1

Last column: Löwdin charge in e.
Geometry (Å):
Hf 0.789 -1.342 -0.738  1.3693
O 4.689 -1.764 -0.060  0.1503
C 3.566 -2.026 -0.401  -0.4709
N 2.750 -1.265 -1.226  -0.1536
C 3.198 0.132 -1.390  -0.1430
C 2.605 0.976 -0.281  -0.2428
C 3.087 2.235 0.011  0.0310
C 2.502 2.959 1.033  0.0086
C 1.447 2.404 1.751  -0.0258
C 1.004 1.155 1.405  -0.1135
N 1.559 0.443 0.397  -0.0469
C 2.882 -3.236 0.191  -0.1908
C 3.604 -4.380 0.447  0.0450
C 2.981 -5.404 1.138  0.0189
C 1.673 -5.224 1.581  -0.0090
C 1.015 -4.058 1.270  -0.1065
N 1.590 -3.071 0.558  -0.0305
H 2.878 0.517 -2.356  0.1151
H 4.283 0.178 -1.348  0.1370
H 3.926 2.627 -0.550  0.1409
H 2.871 3.946 1.280  0.1331
H 0.976 2.932 2.568  0.1289
H 0.184 0.692 1.934  0.1070
H 4.636 -4.434 0.129  0.1442
H 3.510 -6.325 1.350  0.1345
H 1.171 -5.979 2.170  0.1267
H 0.000 -3.893 1.602  0.1089
S -3.552 1.857 1.919  0.7017
C -2.605 1.750 0.610  -1.0985
S -1.964 0.221 -0.035  0.9089
C -1.092 1.109 -1.295  -1.0609
N -1.268 2.366 -1.240  0.0757
N -2.113 2.722 -0.216  -0.1447
C -2.354 4.131 -0.007  -0.2447
C -3.604 4.649 -0.285  -0.0166
C -3.822 6.005 -0.090  -0.0488
C -2.795 6.816 0.374  -0.0555
C -1.543 6.278 0.648  -0.0574
C -1.319 4.923 0.459  -0.0169
S -0.083 0.268 -2.450  0.6040
H -4.395 4.001 -0.643  0.1244
H -4.795 6.428 -0.303  0.1168
H -2.969 7.874 0.519  0.1154
H -0.745 6.914 1.010  0.1121
H -0.351 4.479 0.660  0.0980
S 0.464 -3.237 -2.628  0.7536
C -0.945 -3.458 -1.749  -0.7903
N -1.928 -4.325 -2.133  0.1237
C -3.046 -4.532 -1.421  0.0243
C -3.223 -3.860 -0.245  0.0203
C -2.227 -2.967 0.121  -0.1062
N -1.130 -2.757 -0.604  -0.0973
H -1.779 -4.821 -3.006  0.1760
H -3.763 -5.236 -1.826  0.1625
H -4.106 -4.001 0.358  0.1372
H -2.320 -2.391 1.035  0.1171



Entry 6:
Here is a 3-piece molecular cluster, C4H11NO overall in a non-equilibrium geometry from the OMol25 dataset. Energies are from ωB97M-V/def2-TZVPD.

Output
HOMO energy: -7.5 eV
strongest force on any atom: 4.04 eV Å⁻¹
orbital gap: 5.15 eV
spin multiplicity: 1

Last column: Löwdin charge in e.
Geometry (Å):
N 0.578 1.589 -0.219  0.0681
C 0.994 0.254 -0.107  -0.1059
C -1.622 -2.043 -1.623  -0.0871
C -1.105 -0.815 -0.988  -0.0694
C 0.228 -0.766 -0.633  -0.1116
H 0.025 1.878 0.613  0.0843
H 1.433 2.114 -0.042  0.0871
H 1.721 0.097 0.688  0.1046
H -0.909 0.183 1.582  0.0082
H -0.985 -2.903 -1.399  0.0806
H -1.664 -1.964 -2.716  0.0978
H -2.643 -2.284 -1.291  0.0900
H -1.609 0.118 -1.219  0.1217
H 0.709 -1.744 -0.602  0.1127
H -1.204 0.335 2.246  0.0674
H 1.449 1.772 3.301  -0.1055
O 1.108 1.409 2.469  -0.4430



Question: Among the records above, which one has the lowest strongest force on any atom?
Answer: C28H38BF4InN7OS2



Question: Which of these has the highest orbital gap?
Answer: C5H10N



Question: The lowest orbital gap belongs to which entry?
Answer: C4H11NO